1.
ORCA calculation (the ωB97M-V functional and the def2-TZVPD basis) on Li2N5O19SSr4 as an isolated structure in a non-equilibrium geometry.

2S+1   1
Calculated total energy   -2238.2377 a.u.
Net charge   +3
E_LUMO   -11.790 eV
Gap between HOMO and LUMO   3.82 eV

Geometry as XYZ:
```
31
Properties=species:S:1:pos:R:3:forces:R:3
Sr -6.68764 14.88892 18.29251 0.657 -0.875 1.136
Sr -6.81521 15.27078 12.65844 -0.641 1.523 -3.824
Sr -4.22104 17.95153 14.67466 -0.525 0.335 -0.710
Sr -4.82404 12.46198 15.42540 -0.502 -0.098 2.080
Li -7.95033 18.53448 16.56092 -0.277 1.305 -1.289
Li -10.18317 14.89122 14.49397 -0.503 1.172 -1.384
N -10.84548 16.65806 12.21005 -0.934 0.737 -1.252
O -11.81013 16.94149 12.91612 0.514 -0.380 0.241
O -10.71338 16.99435 11.05141 0.076 -0.124 0.565
O -9.89835 15.93752 12.73917 1.327 -1.653 1.483
N -6.29211 11.95167 18.65882 2.017 -5.190 1.024
O -5.86070 10.86517 19.00398 -0.593 1.545 0.411
O -6.63775 12.82535 19.45565 -0.573 1.214 0.085
O -6.35758 12.11752 17.39832 -0.273 2.465 -2.218
N -3.45618 14.95215 17.08944 4.031 0.885 -1.572
O -4.25985 14.17992 17.65269 -1.736 -0.460 0.126
O -2.25839 14.79445 17.19170 -1.045 -0.089 0.446
O -3.85787 15.84937 16.26014 -1.446 0.185 0.319
N -4.90974 17.12073 11.03109 0.860 -3.871 -2.175
O -4.34624 17.73521 10.18119 -0.765 1.702 1.264
O -4.71715 15.84647 11.04480 0.221 -1.400 0.768
O -5.77802 17.42232 11.88969 -0.461 2.855 1.583
N -7.93237 19.92117 13.93060 1.777 0.714 -1.027
O -7.70052 18.66203 13.93189 -0.283 -1.460 0.922
O -8.35220 20.47163 12.94747 -0.356 -0.265 0.871
O -7.46962 20.54353 14.93735 -0.564 -0.241 0.935
S -7.11434 15.88008 15.49601 4.580 -0.461 -4.821
O -7.26483 16.70506 16.66376 -1.016 0.528 1.801
O -6.11281 16.50890 14.55085 0.903 0.109 1.940
O -6.54022 14.53036 15.80972 -0.024 -0.167 1.306
O -8.15592 15.62919 14.57075 -4.447 -0.539 0.965
```
Positions in Å, forces in eV/Å.


2.
ORCA calculation (the ωB97M-V functional and the def2-TZVPD basis) on a single N2 molecule in a non-equilibrium geometry.

2S+1   1
Calculated total energy   -109.5290 a.u.
Net charge   0
SMILES string   N#N
E_LUMO   0.908 eV
Gap between HOMO and LUMO   15.55 eV

Geometry as XYZ:
```
2
Properties=species:S:1:pos:R:3:forces:R:3
N 0.00000 0.00000 0.59487 0.000 0.000 -11.380
N 0.00000 0.00000 -0.59487 0.000 0.000 11.380
```
Positions in Å, forces in eV/Å.


3.
ORCA calculation (the ωB97M-V functional and the def2-TZVPD basis) on a 2-piece molecular cluster, N2O2 overall in a non-equilibrium geometry.

2S+1   1
Calculated total energy   -259.7945 a.u.
Net charge   0
E_LUMO (spin up / spin down)   -0.493 / -0.491 eV
Gap between HOMO and LUMO (spin up / spin down)   7.35 / 7.35 eV

Geometry as XYZ:
```
4
Properties=species:S:1:pos:R:3:forces:R:3
N 1.24854 -0.58471 -0.00211 -2.768 2.250 -0.358
N -1.14147 -0.54946 -0.00475 -0.182 1.855 0.602
O 0.96275 0.52989 -0.10842 3.246 -0.898 0.243
O -1.06982 0.60428 0.11528 -0.296 -3.208 -0.487
```
Positions in Å, forces in eV/Å.


4.
ORCA calculation (the ωB97M-V functional and the def2-TZVPD basis) on a single N2O2 molecule in a non-equilibrium geometry.

2S+1   1
Calculated total energy   -259.8170 a.u.
Net charge   0
SMILES string   O=NN=O
E_LUMO   -1.355 eV
Gap between HOMO and LUMO   7.89 eV

Geometry as XYZ:
```
4
Properties=species:S:1:pos:R:3:forces:R:3
N -0.85110 0.53199 -0.00483 -1.240 -1.009 0.015
N 0.85043 0.53235 0.00483 1.258 -1.008 -0.015
O -1.05960 -0.60812 0.00339 -1.709 0.999 -0.012
O 1.06037 -0.60764 -0.00339 1.691 1.018 0.012
```
Positions in Å, forces in eV/Å.


5.
ORCA calculation (the ωB97M-V functional and the def2-TZVPD basis) on a 2-piece molecular cluster, N2O2S overall in a non-equilibrium geometry.

2S+1   1
Calculated total energy   -658.0526 a.u.
Net charge   0
SMILES string   N#[N+][O-].O=S
E_LUMO (spin up / spin down)   -1.651 / -1.626 eV
Gap between HOMO and LUMO (spin up / spin down)   7.77 / 7.81 eV

Geometry as XYZ:
```
5
Properties=species:S:1:pos:R:3:forces:R:3
N -1.14823 -0.54757 -0.49044 -1.703 -4.049 -2.269
N -0.79999 0.37097 -0.03905 1.672 3.836 2.448
O 2.24003 -0.87688 0.80137 -0.071 -0.176 0.214
O -0.38262 1.33738 0.50985 -0.121 0.233 -0.139
S 2.36788 0.05815 -0.33116 0.224 0.156 -0.254
```
Positions in Å, forces in eV/Å.


6.
ORCA calculation (the ωB97M-V functional and the def2-TZVPD basis) on a single N2O3S molecule in a non-equilibrium geometry.

2S+1   1
Calculated total energy   -733.1035 a.u.
Net charge   0
SMILES string   O=NS(=O)#[N+][O-]
E_LUMO (spin up / spin down)   -2.674 / -2.661 eV
Gap between HOMO and LUMO (spin up / spin down)   7.50 / 7.53 eV

Geometry as XYZ:
```
6
Properties=species:S:1:pos:R:3:forces:R:3
N 0.23156 -1.18827 -0.20553 2.399 -2.319 -0.902
N 0.24375 1.21098 -0.19985 2.279 2.197 -0.812
O 1.39396 -1.08844 0.08061 -1.594 -0.896 -0.262
O 1.39576 1.09817 0.10030 -1.563 0.919 -0.273
O -2.49174 -0.03204 -0.23733 6.376 0.134 2.038
S -0.77328 -0.00039 0.46180 -7.896 -0.036 0.211
```
Positions in Å, forces in eV/Å.


7.
ORCA calculation (the ωB97M-V functional and the def2-TZVPD basis) on N2O6Tl2 as an isolated structure in a non-equilibrium geometry.

2S+1   1
Calculated total energy   -903.3273 a.u.
Net charge   +4
E_LUMO   -23.360 eV
Gap between HOMO and LUMO   4.01 eV

Geometry as XYZ:
```
10
Properties=species:S:1:pos:R:3:forces:R:3
Tl -1.54185 -2.66283 0.22607 -0.985 -1.520 0.386
Tl 3.58287 -2.16307 -3.40540 0.666 -0.421 -0.517
N 0.62798 0.08851 -1.52594 3.927 2.157 -0.986
O 1.75800 -0.29683 -1.99153 -1.796 1.912 0.227
O 0.34587 1.25797 -1.40397 1.120 0.262 -1.100
O -0.08249 -0.68429 -1.05790 -2.695 -3.226 1.051
N -1.17814 1.17948 2.25630 2.402 -2.966 -0.431
O -0.34356 2.02828 2.32226 -0.203 -0.204 -0.577
O -0.98592 -0.00515 1.70749 -0.619 3.949 1.448
O -2.18280 1.25795 2.87258 -1.816 0.056 0.501
```
Positions in Å, forces in eV/Å.


8.
ORCA calculation (the ωB97M-V functional and the def2-TZVPD basis) on N3O9Pb as an isolated structure in a non-equilibrium geometry.

2S+1   1
Calculated total energy   -1033.9911 a.u.
Net charge   -1
E_LUMO   1.100 eV
Gap between HOMO and LUMO   6.86 eV

Geometry as XYZ:
```
13
Properties=species:S:1:pos:R:3:forces:R:3
Pb 1.55943 -1.32094 -0.34574 -2.323 2.389 0.600
N -1.63229 -1.25888 1.43741 0.077 4.059 2.369
O -1.74954 -1.94830 2.45567 -0.199 -0.538 -0.912
O -0.95757 -1.64128 0.44694 1.715 -1.368 -1.648
O -2.02249 -0.05137 1.42734 -0.076 -2.238 -0.256
N 1.80572 1.65991 1.07414 -2.213 -4.093 0.730
O 0.99199 0.98620 1.79524 0.561 1.146 -0.456
O 1.57545 2.76748 0.70276 0.964 1.042 -0.069
O 2.79487 0.91036 0.65769 0.399 0.348 -1.204
N -0.58587 -0.00275 -2.44519 -3.213 -2.186 -0.085
O -0.88521 -1.19026 -2.70327 1.190 0.290 0.027
O 0.49733 0.21409 -1.80242 1.636 0.552 0.754
O -1.39183 0.87574 -2.70057 1.483 0.598 0.150
```
Positions in Å, forces in eV/Å.


9.
ORCA calculation (the ωB97M-V functional and the def2-TZVPD basis) on N3O9Tl as an isolated structure in a non-equilibrium geometry.

2S+1   1
Calculated total energy   -1013.2007 a.u.
Net charge   0
E_LUMO   -6.455 eV
Gap between HOMO and LUMO   2.19 eV

Geometry as XYZ:
```
13
Properties=species:S:1:pos:R:3:forces:R:3
Tl 2.27278 1.87355 2.57095 -0.268 -0.251 -0.256
N 2.31424 0.36961 -2.64136 -1.426 0.202 -0.839
O 2.06407 1.22452 -3.48148 -0.460 0.190 -1.520
O 1.93105 -0.78209 -2.75782 0.208 -0.299 -0.050
O 2.87601 0.79142 -1.66326 1.494 -0.010 2.677
N -1.65909 1.50126 -1.42607 1.463 -1.581 -3.570
O -1.96148 0.27467 -1.35727 -0.798 1.837 -0.964
O -1.04047 1.90751 -0.49015 0.753 1.629 2.503
O -1.66675 2.21426 -2.48979 -1.152 -1.941 2.123
N -1.31511 -2.36323 3.46961 0.889 0.158 -1.690
O -0.97571 -1.20383 3.05903 -0.501 -0.680 0.339
O -0.95647 -2.70655 4.59143 -0.804 -0.201 -0.657
O -1.88308 -3.10110 2.61617 0.601 0.948 1.903
```
Positions in Å, forces in eV/Å.


10.
ORCA calculation (the ωB97M-V functional and the def2-TZVPD basis) on N4O12Rb as an isolated structure in a non-equilibrium geometry.

2S+1   1
Calculated total energy   -1145.5667 a.u.
Net charge   -3
E_LUMO   6.485 eV
Gap between HOMO and LUMO   6.36 eV

Geometry as XYZ:
```
17
Properties=species:S:1:pos:R:3:forces:R:3
Rb 14.97199 24.72705 1.46493 -0.286 0.469 -0.151
N 13.44074 23.92747 4.56797 2.426 1.805 1.053
O 13.94241 25.01930 4.96113 -0.557 -0.080 0.058
O 13.40397 22.99975 5.40799 -1.004 -0.680 -0.836
O 13.17618 23.84306 3.36148 -1.038 -1.383 0.153
N 17.57007 27.46223 1.63843 -0.265 -0.197 0.146
O 17.06546 28.20407 2.51779 -0.781 -0.576 -0.591
O 16.88244 26.66030 0.91540 0.914 1.444 1.306
O 18.80467 27.52452 1.51114 0.523 -0.391 -0.644
N 16.07670 23.19654 -1.77702 -0.653 2.093 0.492
O 16.24140 23.79745 -0.67506 0.066 -1.206 -0.374
O 14.98690 22.60193 -1.98779 1.443 -0.280 -0.241
O 16.95675 23.39289 -2.64892 -0.544 -1.205 -0.274
N 12.99123 26.49074 -0.91994 -2.836 -0.093 0.345
O 13.03979 25.46465 -1.61677 0.848 0.062 0.096
O 12.81451 26.39072 0.33448 0.971 0.008 -0.438
O 12.83092 27.60962 -1.45697 0.771 0.209 -0.098
```
Positions in Å, forces in eV/Å.


11.
ORCA calculation (the ωB97M-V functional and the def2-TZVPD basis) on a 2-piece molecular cluster, N4S overall in a non-equilibrium geometry.

2S+1   1
Calculated total energy   -617.2172 a.u.
Net charge   0
SMILES string   N#[N+][S-].N#N
E_LUMO   0.436 eV
Gap between HOMO and LUMO   10.53 eV

Geometry as XYZ:
```
5
Properties=species:S:1:pos:R:3:forces:R:3
N -3.33096 0.69588 -0.20635 2.157 -0.934 0.978
N 3.40676 -0.35909 -0.50092 0.004 -0.974 -1.821
N -2.35834 0.15453 0.04802 -6.378 3.434 -1.856
N 3.40198 0.14861 0.44891 -0.012 0.974 1.821
S -1.11944 -0.63992 0.21034 4.229 -2.500 0.877
```
Positions in Å, forces in eV/Å.


12.
ORCA calculation (the ωB97M-V functional and the def2-TZVPD basis) on a 2-piece molecular cluster, NO4S2 overall in a non-equilibrium geometry.

2S+1   1
Calculated total energy   -1151.9783 a.u.
Net charge   -1
E_LUMO (spin up / spin down)   1.249 / 1.157 eV
Gap between HOMO and LUMO (spin up / spin down)   6.23 / 6.17 eV

Geometry as XYZ:
```
7
Properties=species:S:1:pos:R:3:forces:R:3
N -1.16890 -0.15775 0.55083 0.940 -2.873 0.481
O 1.17507 1.33153 0.49921 -0.348 0.028 0.222
O -1.93340 0.51639 -0.05187 -1.553 1.450 -0.537
O -1.43894 -1.22570 1.11186 -0.088 1.348 -0.082
O 1.28041 -1.13505 0.70222 -0.389 0.958 -0.737
S 1.34715 0.63214 -2.81867 -0.266 -0.281 0.693
S 0.73862 0.03845 0.00641 1.704 -0.629 -0.039
```
Positions in Å, forces in eV/Å.